Record 1
Entry from the Open Molecules 2025 dataset: the ion C4H7O2 with charge -1 at a distorted geometry (ωB97M-V/def2-TZVPD).

energy relative to the best compared isomer or geometry (same formula, charge and spin): 211.7 kJ/mol
structure (SMILES): [O-]/C=C\CCO
total charge: -1
lowest unoccupied orbital energy: 4.0 eV
E: -307.07303 Eh
HOMO-LUMO gap: 0.23580 Ha

Structure (XYZ):
```
13
Properties=species:S:1:pos:R:3:forces:R:3:nbo_charge:R:1
O -1.93516 1.95649 -0.89098 0.035 -0.938 0.514 -0.799
C -0.71418 1.75076 -1.14366 0.840 2.052 -1.091 0.267
C 0.21718 0.78222 -0.89972 -0.829 -2.056 1.222 -0.539
C -0.15899 -0.50342 -0.14026 0.060 0.927 -0.576 -0.469
C 0.62385 -0.62438 1.16663 -0.978 -1.529 -0.681 -0.068
O 0.32862 -1.90017 1.83799 0.404 0.630 0.087 -0.764
H -0.22335 2.61344 -1.69339 -0.036 -0.216 -0.088 0.040
H 1.21126 0.69506 -1.32014 -0.019 0.856 -0.266 0.171
H -1.24327 -0.49743 0.02189 0.099 -0.102 0.108 0.211
H 0.11160 -1.34379 -0.80709 -0.163 -0.206 0.395 0.162
H 1.66022 -0.69424 0.82658 0.233 0.760 0.816 0.155
H 0.28371 0.12622 1.87317 0.773 0.461 -0.139 0.180
H -0.16150 -2.36075 1.16898 -0.419 -0.638 -0.301 0.455
```
Positions in Å, forces in eV/Å.

***

Record 2
Entry from the Open Molecules 2025 dataset: a cluster of 2 separate species, C4H5NO2S2 in total at a distorted geometry (ωB97M-V/def2-TZVPD).

energy relative to the best compared isomer or geometry (same formula, charge and spin): 537.7 kJ/mol
total charge: 0
lowest unoccupied orbital energy (alpha / beta): -1.7 / -1.5 eV
E: -1156.83584 Eh
HOMO-LUMO gap (alpha / beta): 0.25714 / 0.26906 Ha

Structure (XYZ):
```
14
Properties=species:S:1:pos:R:3:forces:R:3:nbo_charge:R:1
C -0.18331 -1.80833 -0.21688 1.830 -3.060 0.669 0.197
C -2.49045 -0.17714 0.55509 -0.049 1.150 -2.979 -0.204
C 2.02983 0.47744 0.00351 1.425 1.569 4.416 -0.894
C -0.48292 -0.59175 -0.78623 -1.383 3.176 1.771 -0.634
N 0.20646 -2.82523 0.22923 -1.104 1.968 -0.650 -0.320
O 0.09124 2.04534 -0.81449 -0.158 -0.285 0.004 -0.931
O -0.29472 0.95604 1.39732 1.163 -0.214 -1.143 -0.924
S -3.38902 0.91250 -0.09253 0.532 -0.555 0.760 0.326
S 0.26220 0.90092 0.04233 -0.166 -1.469 0.194 2.129
H -2.65801 -0.96800 1.24963 0.733 -0.552 0.584 0.213
H 2.28977 -0.56150 0.24687 -0.558 0.269 -0.208 0.262
H 2.56019 0.85503 -0.81310 0.002 0.223 -2.007 0.253
H 2.63024 1.15206 0.84642 -2.010 -1.683 -1.582 0.257
H -0.57151 -0.36736 -1.84718 -0.255 -0.538 0.171 0.269
```
Positions in Å, forces in eV/Å.

***

Record 3
Entry from the Open Molecules 2025 dataset: a cluster of 2 separate species, C2H3O3S2 in total at a distorted geometry (ωB97M-V/def2-TZVPD).

energy relative to the best compared isomer or geometry (same formula, charge and spin): 420.9 kJ/mol
total charge: -1
lowest unoccupied orbital energy: 3.3 eV
E: -1100.03503 Eh
HOMO-LUMO gap: 0.30152 Ha

Structure (XYZ):
```
10
Properties=species:S:1:pos:R:3:forces:R:3:nbo_charge:R:1
C -0.05361 -0.29252 0.46758 -1.980 3.506 0.382 -0.619
C 0.91992 -0.48020 -0.56991 0.228 1.173 -4.763 -0.504
O 3.42772 -0.03664 -1.11708 0.554 0.007 -0.136 -1.002
O 2.16886 1.37390 0.47434 0.686 0.859 -0.180 -1.036
O 2.75852 -0.86302 1.11985 0.598 -0.124 -0.170 -1.014
S 0.28758 -1.94718 -0.00484 -0.960 -2.107 0.513 0.215
S 2.53526 0.04668 0.00917 -0.510 0.187 0.108 2.402
H 0.40988 0.31228 1.28186 -0.443 -1.408 0.068 0.268
H -0.96193 0.28715 0.12313 0.573 -1.329 0.377 0.211
H 0.43400 -0.05698 -2.24743 1.253 -0.767 3.802 0.079
```
Positions in Å, forces in eV/Å.

***

Record 4
Entry from the Open Molecules 2025 dataset: a cluster of 2 separate species, C4H11NO in total at a distorted geometry (ωB97M-V/def2-TZVPD).

energy relative to the best compared isomer or geometry (same formula, charge and spin): 275.7 kJ/mol
structure (SMILES): C=CN.CCO
total charge: 0
lowest unoccupied orbital energy: 0.8 eV
E: -288.91201 Eh
HOMO-LUMO gap: 0.33809 Ha

Structure (XYZ):
```
17
Properties=species:S:1:pos:R:3:forces:R:3:nbo_charge:R:1
C -2.88280 -0.35510 0.41464 0.469 -4.735 2.576 -0.538
C -2.59818 0.89571 0.24531 -0.625 1.018 -2.207 0.010
N -1.38839 1.50097 0.38776 2.455 -0.548 1.694 -0.814
H -3.66377 -1.05757 0.13875 -0.903 1.410 -0.354 0.221
H -2.27726 -1.04306 1.08540 0.339 1.216 -0.963 0.179
H -3.31247 1.52394 -0.27694 -0.057 0.109 -0.024 0.186
H -0.52158 0.91337 0.53566 -2.021 1.032 -0.128 0.375
H -1.21729 2.21711 -0.26878 0.131 0.817 -0.457 0.378
C 1.05941 -0.95470 0.29351 -0.880 0.143 -2.189 -0.652
C 2.44527 -1.06914 -0.38686 -2.169 -1.706 -1.457 -0.050
O 2.84180 0.13911 -0.92126 1.767 -0.634 -1.548 -0.698
H 0.72063 -1.95585 0.46120 -0.450 -0.512 0.483 0.228
H 1.08667 -0.40355 1.17882 0.552 0.551 1.979 0.194
H 0.19281 -0.40157 -0.23448 1.735 -1.289 -0.333 0.198
H 2.35927 -1.83635 -1.25805 0.319 1.134 1.527 0.164
H 3.14007 -1.42063 0.35276 0.511 -0.410 0.324 0.162
H 2.33498 0.74386 -0.45821 -1.172 2.405 1.077 0.456
```
Positions in Å, forces in eV/Å.

***

Record 5
Entry from the Open Molecules 2025 dataset: an isolated molecule of C4H7NOS at a distorted geometry (ωB97M-V/def2-TZVPD).

energy relative to the best compared isomer or geometry (same formula, charge and spin): 265.7 kJ/mol
structure (SMILES): OC[C@@H]1CN1C=S
total charge: 0
lowest unoccupied orbital energy: 0.4 eV
E: -684.70588 Eh
HOMO-LUMO gap: 0.33121 Ha

Structure (XYZ):
```
14
Properties=species:S:1:pos:R:3:forces:R:3:nbo_charge:R:1
O 1.46908 1.56630 1.95373 2.213 3.104 0.743 -0.710
C 1.97980 0.59687 1.09042 1.287 1.047 -1.596 -0.072
C 0.86106 -0.23514 0.74898 -0.855 -0.106 -1.173 -0.080
C 0.76514 -1.13829 -0.42902 -0.555 0.371 1.413 -0.236
N 0.12871 0.16128 -0.39721 -2.025 0.239 -1.094 -0.411
C -1.26949 0.27095 -0.49696 0.873 0.381 1.392 -0.116
S -2.13855 -0.70562 -1.40707 -0.845 -0.504 -0.795 -0.032
H 2.15048 2.34920 1.96560 -2.093 -2.247 0.167 0.476
H 2.70108 -0.06724 1.51700 1.105 -0.038 0.703 0.164
H 2.39474 1.09621 0.14913 -0.336 -0.872 1.059 0.172
H 0.28996 -0.56570 1.53969 -1.163 -0.506 1.992 0.200
H 1.68871 -1.17534 -0.92277 0.723 -0.593 -1.367 0.209
H 0.11941 -2.00131 -0.21628 0.499 0.234 -0.756 0.222
H -1.80020 1.02854 0.15086 1.172 -0.512 -0.689 0.213
```
Positions in Å, forces in eV/Å.

***

Record 6
Entry from the Open Molecules 2025 dataset: a cluster of 7 separate species, C19H23Cl8N3 in total at a distorted geometry (ωB97M-V/def2-TZVPD).

energy relative to the best compared isomer or geometry (same formula, charge and spin): 246.0 kJ/mol
structure (SMILES): c1ccncc1.c1ccncc1.c1ccncc1.ClCCl.ClCCl.ClCCl.ClCCl
total charge: 0
lowest unoccupied orbital energy: 0.3 eV
E: -4583.48541 Eh
HOMO-LUMO gap: 0.36866 Ha

Structure (XYZ):
```
53
Properties=species:S:1:pos:R:3:forces:R:3:nbo_charge:R:1
C -4.81378 -10.57634 2.31420 0.179 1.354 -0.672 -0.168
C -4.18982 -9.34056 2.46878 0.310 -0.455 1.054 -0.255
C -4.44627 -8.30667 1.60900 -0.692 -0.272 -2.400 0.020
N -5.20211 -8.45638 0.51581 -1.583 -1.414 -0.258 -0.405
C -5.88537 -9.66169 0.35077 1.682 2.361 0.600 0.012
C -5.70850 -10.68210 1.23487 0.560 -1.415 1.094 -0.257
H -4.55365 -11.40537 2.95565 -0.226 -0.068 0.007 0.221
H -3.45898 -9.09260 3.22428 0.005 -0.542 0.392 0.216
H -3.92592 -7.36039 1.62284 0.066 0.109 0.481 0.198
H -6.50907 -9.79706 -0.52048 0.008 0.326 -0.098 0.202
H -6.16572 -11.64949 1.08830 -0.306 0.017 -0.201 0.215
C 0.65261 6.72097 7.36236 -1.234 -1.611 -1.468 -0.166
C 0.30621 5.60897 6.52897 1.767 0.618 1.044 -0.251
C -0.96094 5.42473 6.08839 -2.622 0.551 1.696 0.001
N -2.00401 6.21772 6.47137 1.198 1.573 0.960 -0.401
C -1.69456 7.30360 7.26582 0.107 -1.982 -1.683 0.024
C -0.38635 7.57337 7.67927 0.372 0.161 0.274 -0.263
H 1.64254 6.84492 7.77598 0.041 0.044 -0.138 0.221
H 0.98051 4.79229 6.31743 0.491 0.225 -0.006 0.216
H -1.31692 4.46483 5.74449 0.366 -0.002 -0.875 0.201
H -2.54667 7.89765 7.56144 0.070 0.171 0.057 0.201
H -0.10452 8.41013 8.30122 -0.555 0.253 0.139 0.218
C 2.74946 7.55419 -3.60195 0.114 0.857 1.269 -0.144
C 3.49223 8.07598 -4.66982 -1.604 -0.593 0.857 -0.285
C 3.47475 9.44670 -4.81878 0.330 1.207 0.280 0.041
N 2.89603 10.30619 -3.95696 -0.331 -1.395 -1.280 -0.414
C 2.17272 9.73790 -2.99242 0.417 1.896 1.400 0.030
C 2.14813 8.42818 -2.61965 0.701 -2.200 -2.759 -0.269
H 2.66088 6.48087 -3.52098 0.041 -0.107 0.235 0.210
H 3.89087 7.37689 -5.39007 0.226 0.273 -0.160 0.224
H 3.92708 9.93292 -5.67048 0.350 -0.075 -0.092 0.192
H 1.66040 10.47494 -2.39182 -0.202 0.045 0.312 0.186
H 1.59884 8.04632 -1.77179 -0.044 0.091 -0.061 0.228
Cl 5.15305 -5.45935 1.65695 0.795 0.573 -0.408 -0.030
C 5.02172 -6.89222 2.66641 -0.755 0.495 -0.293 -0.384
Cl 3.71138 -7.85725 1.87961 0.611 -0.167 0.965 -0.039
H 5.95842 -7.44305 2.75162 -0.286 -0.004 -0.340 0.227
H 4.74521 -6.43574 3.61682 -0.368 -0.894 0.074 0.226
Cl -0.39568 -1.32403 1.40809 0.210 0.047 0.276 -0.032
C 0.01184 -1.37473 -0.31334 -0.705 -0.987 0.128 -0.415
Cl 0.39753 0.18197 -0.96390 0.259 0.599 -0.274 0.000
H 0.83047 -2.07725 -0.46954 -0.074 0.252 0.091 0.224
H -0.90335 -1.74371 -0.77636 0.314 0.084 -0.218 0.223
Cl 6.87633 0.82179 -6.37026 0.405 0.248 -0.153 -0.010
C 5.77453 -0.28968 -5.59432 -1.063 0.895 -0.079 -0.368
Cl 4.26072 -0.44148 -6.68208 1.437 -0.550 1.075 -0.070
H 6.36299 -1.16170 -5.30903 -0.774 -0.438 -0.651 0.229
H 5.40020 0.19569 -4.69298 -0.006 -0.155 -0.189 0.219
Cl -5.14995 -5.49278 -6.57465 -0.014 0.817 0.373 -0.019
C -4.62025 -3.83980 -6.99876 0.628 -0.102 -1.084 -0.388
Cl -5.85334 -2.94495 -7.96906 0.660 -0.458 0.590 -0.036
H -4.22888 -3.18915 -6.21671 -0.880 -0.427 0.557 0.226
H -3.73304 -4.02419 -7.60454 -0.394 0.170 -0.438 0.217
```
Positions in Å, forces in eV/Å.

***

Record 7
Entry from the Open Molecules 2025 dataset: a structure of composition C20H49GaN5O5 (ωB97M-V/def2-TZVPD).

total charge: -1
lowest unoccupied orbital energy: 2.0 eV
E: -3366.24851 Eh
HOMO-LUMO gap: 0.23503 Ha

Structure (XYZ):
```
80
Properties=species:S:1:pos:R:3:forces:R:3:lowdin_charge:R:1
C -0.74126 -1.80994 2.68277 0.121 0.245 -0.089 -0.089
C -0.72125 -1.49839 1.19218 -0.340 0.260 -0.060 -0.448
C -1.40658 -2.59046 0.36544 0.204 0.028 -0.049 -0.085
C 0.69113 -1.13959 0.71424 0.288 -0.211 0.373 -0.300
C 1.61412 -2.32233 0.37222 0.348 0.287 0.236 -0.372
Ga 3.16286 -2.59690 1.70263 -0.175 -0.058 -0.189 0.204
H -1.74480 -2.05434 3.02852 -0.098 -0.235 0.049 0.064
H -0.41277 -0.92775 3.22950 0.066 0.076 0.151 0.071
H -0.03646 -2.60120 2.92294 -0.034 -0.234 0.059 0.062
H -1.33164 -0.59505 1.06861 -0.017 0.155 -0.035 0.097
H -1.35773 -3.55873 0.85711 0.020 -0.138 0.089 0.076
H -2.45418 -2.35345 0.19269 -0.191 -0.046 0.013 0.048
H -0.91162 -2.70699 -0.59504 -0.051 0.025 -0.208 0.068
H 0.62352 -0.41552 -0.10299 -0.136 -0.072 -0.283 0.079
H 1.15309 -0.58499 1.53526 -0.027 0.270 0.058 0.072
H 2.09157 -2.12729 -0.58846 0.036 -0.156 -0.209 0.008
H 1.07818 -3.26326 0.27715 -0.167 -0.094 -0.070 0.019
H 4.25908 -1.42240 1.39959 0.054 0.011 0.059 -0.148
H 2.58791 -2.49265 3.21059 0.017 0.093 0.010 -0.141
H 3.82356 -4.03017 1.43084 0.087 0.012 0.090 -0.134
C 8.15157 -5.96531 0.26078 -0.059 -0.023 -0.021 -0.023
C 6.90936 -5.10141 0.36853 -0.072 0.605 0.343 -0.564
O 5.81283 -5.47129 0.00862 0.043 -0.658 -0.437 0.017
N 7.04694 -3.85661 0.90773 0.126 -0.049 -0.120 0.014
C 8.24303 -3.21461 1.39989 -0.227 0.006 -0.014 -0.092
H 7.86139 -6.91330 -0.18121 -0.041 -0.009 -0.013 0.074
H 8.90336 -5.49246 -0.37312 0.036 0.004 0.042 0.074
H 8.58658 -6.15014 1.24407 0.042 0.032 -0.011 0.076
H 6.16776 -3.35336 0.96375 -0.065 -0.002 0.104 0.080
H 8.13882 -2.96502 2.45834 0.052 -0.001 0.008 0.081
H 8.43878 -2.28935 0.85261 0.053 -0.004 0.011 0.078
H 9.10179 -3.86973 1.28452 0.031 -0.013 -0.001 0.062
C -4.85836 -0.35176 0.52203 -0.021 -0.051 -0.043 -0.021
C -5.70895 0.83869 0.88774 -0.021 0.012 -0.046 -0.572
O -6.92274 0.84734 0.73321 0.011 -0.032 0.045 0.012
N -5.06765 1.91539 1.40890 0.107 -0.039 0.006 0.011
C -3.64607 2.07010 1.67092 -0.191 0.126 0.020 -0.064
H -5.49911 -1.13353 0.12620 -0.069 0.027 0.008 0.088
H -4.12007 -0.08750 -0.23554 0.071 -0.018 0.051 0.090
H -4.33736 -0.73360 1.40010 0.124 -0.026 -0.068 0.071
H -5.68205 2.68213 1.63081 -0.002 0.013 0.015 0.135
H -3.47134 2.25666 2.73130 0.046 -0.043 0.007 0.084
H -3.24135 2.90900 1.10323 0.053 -0.032 -0.022 0.084
H -3.10576 1.17287 1.38890 0.019 -0.010 0.004 0.060
C 2.74763 3.19674 -3.61591 0.030 -0.030 0.140 -0.022
C 2.59742 2.72100 -2.18675 -0.003 0.002 -0.063 -0.555
O 2.59540 3.50749 -1.24989 -0.019 0.020 -0.019 0.015
N 2.45774 1.38820 -1.99058 -0.007 0.059 0.014 0.018
C 2.42821 0.33333 -2.98644 -0.031 -0.007 0.348 -0.076
H 2.84375 4.27532 -3.61218 -0.003 0.030 0.027 0.062
H 3.63562 2.76572 -4.08003 -0.037 -0.036 -0.051 0.085
H 1.87583 2.93064 -4.21271 0.036 -0.006 -0.073 0.078
H 2.36592 1.11557 -1.02196 0.032 -0.033 -0.001 0.134
H 1.48053 -0.20406 -2.92174 0.028 -0.069 -0.089 0.080
H 3.23735 -0.37427 -2.80158 -0.017 -0.046 -0.075 0.086
H 2.53491 0.74061 -3.98619 0.004 0.039 -0.002 0.066
C -6.10479 -1.26488 3.71266 0.075 -0.042 0.035 -0.006
C -6.33769 -2.72341 4.03097 0.006 0.029 -0.010 -0.547
O -5.43503 -3.47976 4.33593 0.006 -0.006 0.027 0.040
N -7.62550 -3.16736 3.95991 -0.049 0.073 0.001 0.002
C -8.81315 -2.41678 3.60378 0.057 -0.222 0.058 -0.081
H -5.04352 -1.05366 3.80417 0.032 -0.090 0.029 0.083
H -6.42935 -1.04085 2.69683 -0.099 0.104 0.046 0.062
H -6.64905 -0.62810 4.41118 -0.052 0.049 -0.076 0.090
H -7.72517 -4.14435 4.18347 0.002 -0.018 -0.014 0.135
H -9.53469 -2.42622 4.42361 -0.013 0.063 -0.006 0.079
H -9.29078 -2.84816 2.72225 -0.013 0.059 -0.031 0.081
H -8.55695 -1.38687 3.38083 -0.004 0.019 -0.022 0.072
C 2.20060 7.67338 -5.17915 0.020 -0.030 -0.025 -0.011
C 1.32288 6.44518 -5.26423 0.006 -0.013 0.078 -0.550
O 1.73931 5.38323 -5.69094 -0.001 0.044 -0.129 0.028
N 0.03907 6.56404 -4.83051 -0.017 0.086 -0.043 0.009
C -0.62084 7.73206 -4.28420 -0.052 -0.222 -0.023 -0.081
H 3.18372 7.41028 -5.55515 0.004 -0.043 -0.012 0.081
H 1.79474 8.48623 -5.78265 -0.005 0.038 0.045 0.081
H 2.29533 8.01213 -4.14704 -0.020 0.043 -0.006 0.085
H -0.48959 5.70952 -4.90476 0.001 -0.018 0.031 0.140
H -0.96746 7.53596 -3.26830 0.022 0.056 0.025 0.084
H -1.48345 8.00698 -4.89424 0.013 0.062 0.001 0.080
H 0.06293 8.57332 -4.25658 0.013 0.021 0.003 0.068
```
Positions in Å, forces in eV/Å.

***

Record 8
Entry from the Open Molecules 2025 dataset: a cluster of 2 separate species, CH5PS2 in total at a distorted geometry (ωB97M-V/def2-TZVPD).

energy relative to the best compared isomer or geometry (same formula, charge and spin): 44.9 kJ/mol
total charge: 0
lowest unoccupied orbital energy (alpha / beta): 0.8 / -2.8 eV
E: -1178.72616 Eh
⟨S²⟩: 2.009
HOMO-LUMO gap (alpha / beta): 0.31847 / 0.23328 Ha
multiplicity: 3

Structure (XYZ):
```
9
Properties=species:S:1:pos:R:3:forces:R:3:nbo_charge:R:1
C 0.40109 -1.22086 0.15696 -1.160 0.413 0.741 -0.963
P 0.75360 0.58262 0.18099 0.536 0.009 -1.741 0.618
S 2.42889 1.28077 -0.60541 -0.539 -0.479 0.342 -0.381
S -2.50425 1.85186 -0.31018 -0.174 0.522 0.759 -0.082
H -0.03095 -1.52539 1.15051 1.249 0.100 -0.571 0.252
H -0.53303 -1.31018 -0.42480 0.825 -0.295 -0.572 0.246
H 1.29446 -1.74345 -0.21797 -0.749 -0.181 0.254 0.262
H 0.57852 0.97529 1.45325 -0.084 0.412 1.553 -0.039
H -2.38833 1.10933 -1.38334 0.094 -0.501 -0.765 0.087
```
Positions in Å, forces in eV/Å.